Entry 1:
{"formula": "C39H72O39", "method": "wB97M-V/def2-TZVPD", "symbols": ["H", "C", "O", "O", "H", "O", "H", "H", "O", "H", "H", "C", "C", "H", "H", "C", "C", "H", "H", "H", "C", "O", "O", "O", "H", "O", "O", "O", "H", "O", "C", "O", "O", "O", "H", "C", "O", "C", "C", "C", "H", "H", "O", "H", "H", "C", "O", "H", "H", "C", "H", "H", "H", "O", "H", "O", "H", "H", "H", "H", "H", "H", "H", "H", "C", "H", "C", "C", "H", "C", "H", "H", "C", "H", "H", "C", "H", "H", "C", "O", "C", "O", "H", "H", "H", "H", "H", "H", "O", "C", "O", "H", "C", "O", "H", "H", "H", "H", "H", "H", "C", "H", "H", "O", "C", "H", "C", "O", "H", "C", "H", "H", "C", "H", "O", "O", "O", "H", "H", "H", "H", "C", "C", "C", "C", "C", "C", "C", "O", "O", "O", "H", "O", "C", "H", "H", "O", "O", "C", "O", "H", "O", "H", "O", "H", "H", "C", "H", "O", "C"], "coordinates": [[-2.476, -1.342, 0.728], [-3.634, -4.465, -4.796], [-1.593, 2.661, -2.745], [-0.367, 2.766, 2.198], [3.506, 2.936, 0.639], [-3.438, -4.688, -3.586], [3.861, -0.148, -5.018], [-4.946, 1.939, -0.956], [-4.840, -2.538, 1.987], [-2.099, -2.243, 3.755], [-2.399, 1.468, 5.860], [-8.142, -0.295, -3.968], [-5.539, -3.462, -1.389], [-2.933, -2.733, 5.145], [-2.686, 1.598, 2.053], [1.747, -3.434, 4.465], [-2.090, -4.843, -3.120], [0.314, 1.297, -0.986], [-1.955, 0.602, 4.323], [5.031, -1.393, 2.200], [2.392, 0.660, -2.846], [-0.817, -4.564, 2.155], [3.370, 4.966, 3.618], [-2.351, 0.044, -5.098], [-6.288, 0.623, 1.161], [-3.941, -1.549, 3.864], [-3.519, 3.652, -2.424], [-4.658, -4.262, -5.356], [8.992, -3.045, 0.088], [-1.669, -1.487, -3.780], [-1.622, 0.945, 5.303], [5.286, 5.698, 2.519], [0.528, -3.609, 3.740], [-0.279, 4.348, 0.476], [2.623, -3.431, 3.817], [-1.439, -5.026, -4.406], [6.448, 1.517, -1.823], [0.494, 1.344, 5.951], [-0.477, -1.108, -4.504], [1.352, 1.625, -0.923], [1.659, 1.796, 0.109], [2.943, 8.779, 2.445], [7.268, -1.968, 1.291], [8.509, -4.288, -1.095], [-0.811, -1.093, 5.396], [1.858, -0.120, 2.231], [-0.570, -1.156, 2.374], [1.339, 5.035, 1.315], [-4.687, -2.796, -1.247], [5.760, 2.498, -1.001], [1.360, 5.369, -0.445], [-0.809, -0.395, -6.475], [4.587, 8.737, 3.122], [1.106, -0.559, 1.115], [1.676, -2.598, 5.160], [-5.207, -0.400, 2.563], [4.398, -0.254, 0.976], [-2.093, -4.920, 0.686], [2.072, -0.947, 2.909], [-0.705, -6.007, 0.826], [-4.514, 0.315, -0.764], [3.981, 3.864, 5.171], [6.273, 2.490, -3.739], [3.005, 2.942, 3.899], [-6.971, -1.814, -2.464], [0.288, -0.795, -3.794], [1.099, 4.645, 0.326], [-1.963, -1.576, -0.205], [-0.389, 4.117, -2.341], [-2.723, -0.845, -4.254], [3.589, -1.759, 1.244], [-7.320, -0.182, 2.358], [-0.086, -1.009, 1.248], [-7.349, 0.451, -4.019], [-2.093, -5.748, -2.512], [4.578, -1.303, 1.213], [2.711, 0.284, 1.686], [7.933, 2.235, -3.023], [-0.847, 3.376, 1.325], [-3.878, -0.915, -3.857], [-3.090, 2.536, 1.673], [-6.312, -3.025, -2.506], [2.574, -1.173, -4.618], [1.677, 3.731, 0.187], [7.013, 0.892, -3.695], [-0.062, 3.343, -3.933], [8.729, -2.584, -1.605], [-2.137, -2.632, -0.411], [3.409, -0.254, -3.028], [6.625, -2.337, 0.329], [5.669, 3.666, -1.454], [-1.245, -6.089, -4.554], [3.793, 3.662, 4.117], [2.256, 0.823, -1.579], [-1.619, -3.961, -2.686], [-1.412, 4.477, -3.797], [5.000, 3.503, 1.409], [-3.742, 2.262, 0.843], [-6.076, -3.559, -0.446], [-0.121, -1.948, -5.101], [-0.973, -0.038, -5.458], [-8.784, 0.079, -3.171], [-8.911, -0.335, -4.740], [-0.017, 0.301, 6.759], [-3.084, -2.582, 4.076], [-0.434, -4.609, -4.361], [3.561, -0.877, -4.265], [-0.579, -1.322, -0.029], [1.326, 2.570, -1.465], [-0.828, 3.730, -3.260], [-2.321, -0.932, -1.007], [1.396, 0.735, 2.724], [6.928, 1.838, -3.161], [-5.085, -4.435, -1.576], [5.307, -1.977, 0.129], [3.593, 6.995, 3.249], [-7.009, -1.044, -1.502], [4.292, 7.960, 1.579], [4.731, 3.259, 3.735], [1.898, -4.393, 4.961], [-5.113, 0.815, -2.289], [4.222, 5.865, 3.078], [3.846, 8.178, 2.550], [-4.446, 1.128, -1.486], [8.398, -3.244, -0.803], [-6.393, -0.261, 1.791], [-1.024, -4.967, 0.893], [-2.820, 2.655, -2.350], [-3.128, 1.443, -1.810], [1.691, 1.146, -3.757], [-0.451, 1.715, 5.083], [-6.621, -0.999, 1.022], [-7.599, -1.621, -3.665], [-1.130, -0.275, 6.043], [4.373, -1.602, -4.206], [4.024, 1.953, 1.931], [1.477, -4.622, 1.875], [1.524, 1.919, 6.168], [0.498, -4.363, 2.548], [7.072, -2.930, -0.774], [-1.832, -0.767, 6.716], [-2.378, -4.463, -5.304], [-0.627, 0.938, -5.119], [5.207, 1.927, 0.118], [-0.418, -4.292, 0.288], [-3.145, -3.578, 3.637], [-4.679, -1.591, 2.812], [-3.509, 3.186, 2.441], [-2.090, 3.319, 0.973], [4.409, 2.621, 1.161]], "total_charge": 0, "multiplicity": 1, "e_above_lowest_ev": 7.435, "orbital_gap_ev": 10.70, "lumo_energy_ev": 0.204}

***

Entry 2:
{"formula": "C20H46ClN2O6S2", "method": "wB97M-V/def2-TZVPD", "symbols": ["H", "H", "H", "H", "H", "C", "H", "H", "H", "N", "C", "H", "C", "H", "H", "C", "C", "N", "H", "C", "H", "O", "H", "S", "C", "H", "H", "H", "H", "H", "H", "H", "H", "H", "H", "C", "C", "H", "C", "H", "S", "O", "Cl", "C", "H", "H", "H", "H", "H", "H", "H", "H", "O", "H", "O", "C", "C", "C", "H", "C", "H", "C", "H", "C", "H", "H", "C", "H", "C", "H", "O", "H", "O", "H", "H", "H", "C"], "coordinates": [[3.169, -3.105, 0.107], [0.032, -2.038, -2.641], [-8.057, 1.957, 1.234], [-8.443, 3.181, -2.503], [-8.834, 5.595, -0.165], [6.366, -2.641, 1.871], [6.368, -4.790, 1.960], [-6.851, 0.652, 1.097], [0.862, -1.504, 0.872], [-0.172, 1.241, -0.282], [6.857, -4.778, 4.339], [-4.763, -0.208, -0.605], [1.952, -1.568, 0.950], [-1.970, -0.008, 0.594], [-7.751, 1.277, -1.087], [1.600, -2.750, -1.316], [0.581, -1.699, -1.755], [1.227, -0.390, -1.985], [-4.274, 0.125, 1.033], [-8.758, 4.620, 0.327], [1.036, 3.087, -0.179], [-9.014, 3.573, -0.591], [6.029, -2.612, 0.828], [2.930, 2.082, -2.676], [1.054, 2.089, -0.604], [2.156, -2.125, 1.864], [3.335, -1.596, -0.725], [6.362, -1.919, 4.345], [-1.862, 3.013, -0.788], [-7.769, 4.524, 0.784], [7.065, -1.814, 2.023], [-0.154, -1.598, -0.954], [-7.352, 4.260, -1.621], [4.602, -1.735, 4.482], [-6.490, 2.106, 2.052], [-2.617, -0.346, -0.217], [1.221, 2.004, -2.126], [-3.989, 1.354, -0.192], [0.410, 0.732, -2.467], [-1.519, -1.087, -1.920], [-1.597, 2.633, -2.045], [3.304, 3.444, -2.424], [-3.160, 0.084, -2.890], [-6.990, 1.738, 1.157], [0.192, 0.373, 0.126], [0.176, 0.702, -3.535], [7.884, -4.062, 1.404], [-9.516, 4.562, 1.106], [1.932, -0.557, -2.700], [5.534, -0.588, 3.497], [5.805, -4.485, 4.332], [-0.790, 1.702, 0.381], [-6.400, 2.377, 0.039], [0.834, 2.896, -2.614], [2.921, 1.595, -4.022], [-3.995, 0.281, -0.011], [-1.952, -0.152, -1.600], [-7.976, 3.366, -1.531], [7.270, -4.598, 5.330], [7.063, -3.959, 2.121], [2.116, -3.125, -2.203], [-7.125, 2.171, -1.168], [-2.713, -1.425, -0.074], [4.007, 1.074, -1.691], [3.681, 0.973, -0.662], [1.887, 1.566, -0.144], [2.598, -2.254, -0.268], [4.075, 0.095, -2.159], [-0.847, 0.973, -1.627], [6.936, -5.847, 4.116], [5.218, -2.479, 2.695], [2.354, -0.564, 1.098], [7.620, -4.016, 3.420], [4.973, 1.570, -1.779], [-6.393, 2.000, -1.965], [1.042, -3.588, -0.889], [5.453, -1.635, 3.811]], "total_charge": 1, "multiplicity": 1, "e_above_lowest_ev": 0.372, "orbital_gap_ev": 8.16, "lumo_energy_ev": -2.980}

***

Entry 3:
{"formula": "C5H12S2", "method": "wB97M-V/def2-TZVPD", "symbols": ["C", "H", "H", "H", "H", "H", "C", "C", "S", "S", "H", "H", "C", "H", "H", "C", "H", "H", "H"], "coordinates": [[-1.027, -0.130, 3.093], [1.565, 0.712, -0.785], [1.319, 0.125, 2.581], [0.330, -0.853, -3.209], [1.023, 0.615, -3.508], [0.817, -1.188, 3.725], [-0.933, 0.964, -2.466], [0.531, -0.613, 2.844], [0.675, -1.650, 1.343], [-0.013, -1.295, -0.364], [-1.173, 0.048, 4.048], [2.162, -0.561, -1.446], [1.122, -0.123, -1.364], [-0.787, 1.652, -1.627], [-1.767, -0.778, 2.663], [0.348, 0.129, -2.760], [-1.222, 1.720, -3.182], [-1.130, 0.854, 2.555], [-1.840, 0.373, -2.139]], "smiles": "CCCSSCC", "total_charge": 0, "multiplicity": 1, "e_above_lowest_ev": 2.294, "orbital_gap_ev": 9.09, "lumo_energy_ev": 0.857}

***

Entry 4:
{"formula": "H24O12", "method": "wB97M-V/def2-TZVPD", "symbols": ["H", "O", "O", "H", "O", "O", "H", "H", "H", "O", "H", "O", "H", "O", "O", "H", "O", "H", "H", "H", "H", "O", "H", "H", "H", "H", "O", "H", "H", "O", "H", "H", "H", "H", "H", "H"], "coordinates": [[-3.371, -0.899, -4.977], [0.189, 2.620, 3.687], [0.823, 3.558, 0.415], [2.007, -2.776, 1.012], [-1.316, -1.721, 3.354], [2.148, -0.671, -0.146], [-1.279, -2.535, 2.851], [0.859, 4.287, 0.982], [1.137, -1.723, -4.544], [-0.633, -0.309, -0.527], [2.163, -1.980, 2.253], [0.254, 2.280, 1.961], [-2.890, 0.170, -1.028], [-2.235, 0.061, -1.658], [1.977, -2.855, 1.985], [3.321, -3.510, -0.417], [1.412, -2.704, -4.436], [0.387, -0.190, -0.625], [-3.260, -1.585, -3.622], [0.634, -3.230, -4.509], [-2.293, -0.880, -1.966], [-2.293, 4.190, 1.127], [-1.555, 4.466, 0.521], [2.121, -0.151, -0.941], [0.993, 1.774, 2.083], [2.981, -1.160, -0.293], [-3.768, -1.546, -4.439], [-2.110, -1.607, 3.757], [-2.497, 4.893, 1.658], [2.805, -3.516, -1.227], [-0.807, 0.330, 0.117], [2.838, -4.401, -1.441], [-0.187, 1.692, 1.349], [0.337, 3.527, 3.276], [1.800, 3.463, 0.373], [-0.694, 2.637, 4.036]], "total_charge": 0, "multiplicity": 1, "e_above_lowest_ev": 10.430, "orbital_gap_ev": 7.21, "lumo_energy_ev": 0.042}